# C2H4OS

A single C2H4OS molecule (ωB97M-V/def2-TZVPD, OMol25).

Last columns: bonded neighbours and bond lengths (Å).
Positions of all 8 atoms, in Å:
1 C -0.316 0.150 -0.517  C2 1.498, H4 1.128, H5 1.045, S8 1.694
2 C -0.257 -0.251 0.925  C1 1.498, H6 1.129, O7 1.277
3 H 2.162 -0.141 -0.586  S8 1.614
4 H -0.570 1.240 -0.388  C1 1.128
5 H -1.192 -0.256 -0.916  C1 1.045
6 H 0.645 -0.093 1.586  C2 1.129
7 O -1.389 -0.389 1.501  C2 1.277
8 S 0.916 -0.259 -1.605  C1 1.694, H3 1.614

Computed properties:
Relative energy (zero: lowest compared OMol25 entry of this formula, charge and spin): 1.877 eV
SMILES: O=CCS
HOMO energy: -0.34526 hartree
Kohn-Sham gap: 0.35834 hartree
LUMO level: 0.4 eV

Atom charges from the Mulliken analysis, given in e for atoms 1 to 5:
1 C -0.355
2 C 0.064
3 H 0.128
4 H 0.294
5 H 0.293


# C2H4OS

2 unconnected molecules or ions with the total composition C2H4OS (ωB97M-V/def2-TZVPD, OMol25).

Last columns: bonded neighbours and bond lengths (Å).
Positions of all 8 atoms, in Å:
1 C -1.215 0.048 -0.653  C2 1.481, O3 1.198, H5 1.106
2 C -0.050 -0.604 -0.013  C1 1.481, S4 1.800, H7 1.083
3 O -1.722 -0.340 -1.667  C1 1.198
4 S 1.094 0.519 0.806  C2 1.800, H8 1.336
5 H -1.568 0.953 -0.123  C1 1.106
6 H -0.586 -1.350 1.210  no bonds
7 H 0.436 -1.378 -0.595  C2 1.083
8 H 1.581 1.079 -0.305  S4 1.336

Computed properties:
Relative energy (zero: lowest compared OMol25 entry of this formula, charge and spin): 1.966 eV
HOMO energy: -0.35925 hartree
Kohn-Sham gap: 0.36251 hartree
LUMO level: 0.1 eV

Atom charges from the Mulliken analysis, given in e for atoms 1 to 5:
1 C 0.133
2 C -0.597
3 O -0.441
4 S -0.156
5 H 0.336


# C2H4OS2

A single C2H4OS2 molecule (ωB97M-V/def2-TZVPD, OMol25).

Last columns: bonded neighbours and bond lengths (Å).
Positions of all 9 atoms, in Å:
1 C 0.984 -0.158 0.476  C2 1.305, H6 1.060, H7 1.019
2 C -0.063 0.458 -0.001  C1 1.305, S5 1.808, H8 1.031
3 O 0.658 0.887 -2.539  S5 1.409
4 S 0.171 3.255 -1.217  S5 1.851
5 S -0.123 1.451 -1.511  C2 1.808, O3 1.409, S4 1.851, H9 1.695
6 H 0.802 -0.657 1.394  C1 1.060
7 H 1.908 -0.157 0.046  C1 1.019
8 H -0.880 0.343 0.619  C2 1.031
9 H -1.779 1.375 -1.867  S5 1.695

Computed properties:
Relative energy (zero: lowest compared OMol25 entry of this formula, charge and spin): 3.396 eV
SMILES: C=C[S@H](=O)=S
HOMO energy: -0.34842 hartree
Kohn-Sham gap: 0.34059 hartree
LUMO level: -0.2 eV

Atom charges from the Mulliken analysis, given in e for atoms 1 to 5:
1 C -0.586
2 C -0.140
3 O -0.504
4 S -0.270
5 S 0.416